Entry 1:
Density functional theory data (the ωB97M-V functional and the def2-TZVPD basis) for a molecular structure, C39H52AsN2O5RuS7Sb2 in a non-equilibrium geometry.

The geometry in XYZ format:
```
109
Properties=species:S:1:pos:R:3
Ru 1.1978 -0.4915 -0.0356
C 0.6285 2.9757 3.0719
Sb -0.0806 1.0107 2.6319
C -2.0591 1.2697 3.3538
C 0.8159 0.1981 4.4427
C 0.2202 -1.1144 4.8439
C -0.9031 -1.1161 5.6718
C -1.5001 -2.2944 6.0841
C -0.9728 -3.5105 5.6724
C 0.1436 -3.5241 4.8549
C 0.7474 -2.3419 4.4249
C 1.9714 -2.4413 3.5657
Sb 1.5532 -2.6055 1.4677
C 0.4091 -4.3859 1.4525
C 3.4290 -3.4204 0.9002
H 0.2947 3.2112 4.0813
H 0.2231 3.7036 2.3739
H 1.7153 2.9911 3.0348
H -2.0023 1.7497 4.3296
H -2.5674 0.3118 3.4461
H -2.5949 1.9067 2.6555
H 0.5798 0.9743 5.1702
H 1.8930 0.1711 4.2887
H -1.2934 -0.1681 6.0232
H -2.3633 -2.2658 6.7347
H -1.4135 -4.4401 6.0052
H 0.5811 -4.4736 4.5680
H 2.4969 -3.3795 3.7444
H 2.6727 -1.6187 3.6896
H 0.9551 -5.0903 2.0777
H 0.3396 -4.7801 0.4437
H -0.5865 -4.2285 1.8621
H 3.7000 -4.1998 1.6115
H 4.1893 -2.6405 0.9063
H 3.3592 -3.8398 -0.1001
C 7.1058 3.2120 0.2227
C 5.6244 3.1655 -0.0084
C 5.0878 2.3335 -0.9930
C 3.7212 2.2370 -1.1860
C 2.8801 3.0022 -0.3899
C 3.3830 3.8585 0.5815
C 4.7528 3.9305 0.7686
S 1.1277 2.9085 -0.5935
C 0.9467 3.9134 -2.0585
O 0.7552 1.5133 -1.1149
H 7.6548 2.9673 -0.6850
H 7.3873 2.4802 0.9829
H 7.4224 4.1927 0.5730
H 5.7619 1.7625 -1.6185
H 3.2974 1.5791 -1.9349
H 2.7158 4.4573 1.1877
H 5.1538 4.5887 1.5289
H 1.4779 3.4219 -2.8727
H 1.3670 4.8954 -1.8459
H -0.1145 4.0002 -2.2830
O 3.3185 0.3615 1.7259
N 2.5091 0.2047 0.9435
C -0.2387 -3.3770 -2.0449
As -0.6891 -1.6427 -1.3062
C -1.1319 -0.7145 -2.9373
C -2.3827 -2.2154 -0.4644
C -3.4751 -2.4695 -1.4663
C -4.1805 -1.4108 -2.0370
C -5.2594 -1.6490 -2.8715
C -5.6408 -2.9547 -3.1548
C -4.9252 -4.0148 -2.6194
C -3.8449 -3.7736 -1.7816
H -1.0890 -3.7036 -2.6434
H -0.0597 -4.0984 -1.2532
H 0.6440 -3.3107 -2.6734
H -1.8729 -1.3143 -3.4619
H -0.2152 -0.6467 -3.5206
H -1.5170 0.2865 -2.7545
H -2.7088 -1.4869 0.2771
H -2.1212 -3.1291 0.0722
H -3.8957 -0.3901 -1.8139
H -5.8102 -0.8162 -3.2899
H -6.4999 -3.1444 -3.7836
H -5.2135 -5.0325 -2.8446
H -3.3035 -4.6087 -1.3513
C 2.8097 1.6648 -5.6169
S 2.2508 0.4376 -4.4095
C 3.7382 0.0046 -3.6097
C 3.7750 -0.7668 -2.4944
S 2.4160 -1.5514 -1.7680
S 5.3707 -1.1451 -1.8660
C 6.2939 -0.2628 -3.0408
S 7.9078 -0.1396 -3.0480
S 5.2756 0.4955 -4.2535
H 3.4883 1.2223 -6.3425
H 3.2786 2.5114 -5.1205
H 1.9101 1.9952 -6.1314
N -2.0148 1.2100 0.1511
C -3.3070 1.6358 -0.1998
C -4.4174 0.9952 0.3460
C -5.6931 1.3524 -0.0510
C -5.8529 2.3854 -0.9618
C -4.7598 3.0628 -1.4828
C -3.4870 2.6957 -1.0852
S -7.4509 2.6963 -1.6273
O -8.4487 2.2866 -0.6714
O -7.5962 1.8490 -2.8294
O -7.5336 4.0746 -2.0395
H -1.9722 0.2275 0.3689
H -1.2891 1.4712 -0.5063
H -4.2840 0.1995 1.0705
H -6.5613 0.8390 0.3388
H -4.9078 3.8681 -2.1894
H -2.6228 3.2133 -1.4858
```

- DFT total energy (eV) = -206828.5126
- 2S+1 = 2
- Kohn-Sham gap (spin up / spin down) (eV) = 5.14 / 4.90
- energy above the lowest of the compared OMol25 structures with the same formula, charge and spin (eV) = 0.000
- max |F| (eV Å⁻¹) = 2.84
- charge = +2

=====

Entry 2:
Density functional theory data (the ωB97M-V functional and the def2-TZVPD basis) for a molecular structure, C39H52BCdF5N8OS in a non-equilibrium geometry.

The geometry in XYZ format:
```
108
Properties=species:S:1:pos:R:3
Cd 1.5677 0.6063 0.0640
C 2.4805 -2.3445 -0.0633
C 1.1640 -3.1028 0.0074
C 1.0419 -3.7328 -1.3737
C -0.0333 -2.3078 0.4492
C -1.3130 -2.7345 1.0054
C -2.0576 -1.5911 1.1765
C -3.4358 -1.4139 1.7447
C -4.5296 -1.8771 0.8187
C -3.5736 -2.1060 3.1051
N -1.2902 -0.4818 0.7858
N -0.0364 -0.9397 0.3925
B -1.6229 1.0471 0.8049
N -1.3112 1.5454 -0.7003
N -0.0216 1.8730 -1.0081
C -0.0297 2.5174 -2.1807
C -1.3153 2.6887 -2.6440
C -2.1114 2.1484 -1.6481
C -3.6207 2.0265 -1.6941
C -4.2385 3.2628 -2.3061
C -4.0717 0.8450 -2.6376
C 1.2167 2.9066 -2.9725
C 2.1260 3.8755 -2.2069
C 1.9776 1.6357 -3.4725
N -0.7258 1.7980 1.8722
N 0.5282 1.3531 2.2105
C 0.9296 2.0465 3.2038
C -0.0537 2.9926 3.5557
C -1.0890 2.7899 2.6496
C -2.4271 3.5027 2.5701
C -2.7770 4.1886 1.1693
C -3.4758 2.5339 3.1123
C 2.3471 1.8248 3.7697
C 2.2629 0.4039 4.1617
C 3.6182 2.4404 3.0752
H 3.2557 -3.1535 -0.0412
H 2.5344 -1.7311 -0.9702
H 2.7804 -1.6938 0.7854
H 1.1503 -3.8738 0.7339
H 0.9850 -2.9654 -2.1564
H 1.8581 -4.4259 -1.4644
H 0.1465 -4.3926 -1.4159
H -1.6063 -3.7349 1.2563
H -3.5360 -0.3671 1.9584
H -4.6271 -2.9762 0.9225
H -5.5128 -1.5483 1.1505
H -4.3616 -1.5154 -0.1885
H -3.7684 -3.1766 3.0073
H -2.6142 -1.8909 3.6282
H -4.4947 -1.7265 3.5990
H -2.7362 1.2235 1.0322
H -1.5790 3.1825 -3.5526
H -4.0730 1.9147 -0.6439
H -3.9898 3.3070 -3.3849
H -5.3148 3.2932 -2.1374
H -3.7766 4.1768 -1.8691
H -3.4899 0.9851 -3.5620
H -3.7791 -0.1399 -2.3153
H -5.1410 0.7936 -2.9632
H 0.8295 3.4461 -3.8154
H 2.8281 3.3947 -1.5348
H 2.6508 4.5333 -2.9193
H 1.4439 4.4699 -1.5897
H 2.4555 1.0529 -2.6564
H 1.4853 0.9321 -4.1106
H 2.8587 1.9437 -4.0274
H -0.0876 3.6289 4.4133
H -2.4055 4.2962 3.3359
H -3.2106 3.4868 0.4673
H -3.4645 5.0623 1.1722
H -1.8544 4.4891 0.7113
H -3.5910 1.6154 2.5553
H -3.2320 2.2543 4.1369
H -4.4479 2.9728 3.2015
H 2.2238 2.4838 4.6152
H 2.9922 0.0335 4.8710
H 1.3832 0.3769 4.7783
H 2.0861 -0.2188 3.2786
H -2.2107 -2.6487 5.5540
H 3.3719 3.0806 2.2417
H 4.1609 3.1463 3.7338
F 6.9358 -0.8356 4.1330
C 6.0854 -0.3375 3.1996
C 5.3481 0.7916 3.5017
F 5.3967 1.2024 4.7690
C 4.4665 1.3325 2.5738
F -1.8041 -3.3994 5.6893
C 4.5016 0.7866 1.2701
S 3.7450 1.4949 -0.1771
C 5.3199 -0.2807 1.0041
F 5.4033 -0.7908 -0.1956
C 6.1306 -0.8535 1.9495
F 6.9514 -1.8298 1.5912
N -0.5406 -6.1968 -4.1574
C 0.6770 -5.8009 -4.3376
O 1.6697 -6.5370 -4.2599
C 0.8528 -4.3117 -4.4848
C 2.1686 -3.8214 -4.4556
C 2.3701 -2.4729 -4.4478
N 1.3407 -1.6133 -4.4481
C 0.1133 -2.0769 -4.5060
C -0.2271 -3.4304 -4.5296
H -0.5908 -7.1739 -3.9780
H -1.3974 -5.7806 -4.3777
H 3.0100 -4.5495 -4.3373
H 3.3303 -1.9844 -4.4531
H -0.6706 -1.3224 -4.6642
H -1.2611 -3.8258 -4.4891
```

- DFT total energy (eV) = -84920.4888
- Kohn-Sham gap (eV) = 8.38
- energy above the lowest of the compared OMol25 structures with the same formula, charge and spin (eV) = 0.515
- max |F| (eV Å⁻¹) = 4.44